# 1
Below is a molecular structure, C3H6S3Si in a non-equilibrium geometry, with properties calculated with ωB97M-V/def2-TZVPD.

Cartesian coordinates (Å):
C1 -1.163 0.474 0.357
C2 0.311 -1.406 0.611
C3 -0.567 -0.661 -0.385
Si1 1.404 0.905 -0.521
S1 -0.152 2.116 0.430
S2 1.943 -0.583 1.024
S3 0.202 -0.284 -1.992
H1 -2.071 0.665 -0.206
H2 -1.442 0.471 1.395
H3 -0.317 -1.604 1.467
H4 0.740 -2.399 0.266
H5 -1.362 -1.234 -0.657
H6 2.474 3.541 -1.789

Values from the calculation:
Frontier orbital gap (spin up / spin down): 6.921 / 7.874 eV
DFT total energy: -1601.85522 a.u.
Net charge: 0
HOMO energy (spin up / spin down): -8.6506 / -8.5279 eV
ΔE to the lowest compared entry with this formula, charge and spin: 376.83 kJ/mol
Spin multiplicity: 1

Mulliken atomic charge list, values in e, 6 entries: C -0.6393; C -0.5708; C -0.4000; Si 0.2011; S -0.1734; S -0.2053

# 2
Below is 2 unconnected molecules or ions with the total composition C5H9NO in a non-equilibrium geometry, with properties calculated with ωB97M-V/def2-TZVPD.

Cartesian coordinates (Å):
N1 1.052 -0.416 0.877
C1 1.079 -0.164 -0.557
C2 1.747 -0.948 -1.406
C3 -0.434 -0.624 1.133
C4 -1.455 0.123 0.212
C5 -0.741 1.334 -0.353
O1 0.422 0.934 -1.075
H1 1.688 0.482 1.732
H2 1.578 -0.912 -2.482
H3 2.344 -1.748 -0.994
H4 -0.506 -0.224 2.131
H5 -0.772 -1.686 1.199
H6 -1.855 -0.491 -0.614
H7 -2.341 0.442 0.785
H8 -0.445 1.999 0.468
H9 -1.360 1.898 -1.055

Values from the calculation:
Frontier orbital gap: 9.115 eV
DFT total energy: -325.79491 a.u.
Net charge: 0
HOMO energy: -8.6559 eV
ΔE to the lowest compared entry with this formula, charge and spin: 374.51 kJ/mol
Spin multiplicity: 1

Mulliken atomic charge list, values in e, 6 entries: N -0.4616; C 0.4295; C -0.8062; C -0.4842; C -0.6131; C -0.3912

# 3
Below is 5 unconnected molecules or ions with the total composition C2H13NO4 in a non-equilibrium geometry, with properties calculated with ωB97M-V/def2-TZVPD.

Cartesian coordinates (Å):
C1 -1.615 2.875 0.895
N1 -1.340 1.653 0.748
C2 -1.797 0.677 1.697
H1 -0.974 3.678 0.550
H2 -2.593 3.108 1.346
H3 -2.451 1.148 2.446
H4 -0.975 0.182 2.224
H5 -2.264 -0.170 1.193
O1 2.340 -2.275 -0.286
H6 2.150 -1.378 -0.059
H7 3.075 -2.613 0.238
O2 1.308 0.889 -0.004
H8 0.708 1.364 0.586
H9 0.795 0.777 -0.811
O3 2.879 -5.043 -0.666
H10 2.325 -5.756 -0.373
H11 2.501 -4.279 -1.094
O4 -1.308 1.453 -2.642
H12 -0.762 2.228 -2.658
H13 -2.002 1.482 -3.331

Values from the calculation:
Frontier orbital gap: 10.188 eV
DFT total energy: -439.65026 a.u.
Net charge: 0
HOMO energy: -9.5644 eV
ΔE to the lowest compared entry with this formula, charge and spin: 190.44 kJ/mol
Spin multiplicity: 1

Mulliken atomic charge list, values in e, 6 entries: C -0.3844; N -0.1706; C -0.7566; H 0.2597; H 0.2483; H 0.3295

# 4
Below is C4H11NO in the gas phase in a non-equilibrium geometry, with properties calculated with ωB97M-V/def2-TZVPD.

Cartesian coordinates (Å):
N1 0.208 -0.418 2.336
C1 -0.052 0.576 1.228
C2 0.936 0.271 0.096
C3 0.458 -0.716 -0.970
C4 -0.794 -0.293 -1.714
O1 -0.877 1.122 -1.920
H1 -0.227 -1.284 2.021
H2 -0.414 -0.152 3.097
H3 0.323 1.505 1.676
H4 -1.120 0.704 0.990
H5 1.309 1.116 -0.484
H6 1.812 -0.105 0.624
H7 1.255 -0.995 -1.663
H8 0.237 -1.601 -0.294
H9 -0.885 -0.697 -2.730
H10 -1.663 -0.620 -1.126
H11 -0.507 1.587 -1.169

Values from the calculation:
Frontier orbital gap: 10.964 eV
DFT total energy: -288.96573 a.u.
Net charge: 0
HOMO energy: -10.0521 eV
ΔE to the lowest compared entry with this formula, charge and spin: 134.64 kJ/mol
Spin multiplicity: 1

Mulliken atomic charge list, values in e, 6 entries: N -0.6505; C -0.3535; C -1.1651; C -0.2561; C -0.4594; O -0.5347

# 5
Below is a molecular structure, C33H52N9O2PSTc in a non-equilibrium geometry, with properties calculated with ωB97M-V/def2-TZVPD.

Cartesian coordinates (Å):
Tc1 -12.536 -15.613 1.672
C1 -8.711 -21.715 1.143
C2 -10.156 -21.372 0.856
C3 -11.189 -22.221 1.234
C4 -12.499 -21.809 1.072
N1 -12.760 -20.666 0.480
C5 -11.725 -19.935 0.149
S1 -12.208 -18.412 -0.682
N2 -10.443 -20.167 0.316
H1 -8.536 -22.759 0.965
H2 -8.492 -21.504 2.188
H3 -8.026 -21.066 0.538
H4 -11.026 -23.182 1.638
H5 -13.341 -22.370 1.437
C6 -9.915 -10.881 1.666
C7 -9.512 -12.149 2.364
N3 -10.315 -13.263 1.842
C8 -10.842 -13.287 0.630
N4 -11.651 -14.369 0.314
C9 -11.882 -14.590 -1.105
C10 -12.253 -13.261 -1.812
C11 -11.098 -12.314 -1.599
N5 -10.663 -12.265 -0.199
C12 -9.811 -11.134 0.191
H6 -9.248 -10.060 1.900
H7 -10.988 -10.604 1.903
H8 -9.644 -12.131 3.443
H9 -8.476 -12.320 2.144
H10 -10.651 -14.025 2.417
H11 -12.685 -15.344 -1.224
H12 -10.975 -15.006 -1.570
H13 -13.162 -12.728 -1.434
H14 -12.427 -13.428 -2.887
H15 -11.363 -11.300 -1.848
H16 -10.280 -12.609 -2.261
H17 -10.082 -10.238 -0.407
H18 -8.806 -11.355 -0.101
C13 -7.347 -17.958 -2.383
C14 -8.803 -18.163 -2.536
C15 -9.658 -18.438 -3.635
C16 -10.954 -18.579 -3.188
N6 -10.924 -18.383 -1.816
N7 -9.651 -18.148 -1.501
C17 -12.190 -18.743 -3.975
H19 -6.959 -18.509 -1.536
H20 -7.153 -16.898 -2.233
H21 -6.834 -18.197 -3.306
H22 -9.356 -18.576 -4.651
H23 -9.463 -18.162 -0.492
H24 -12.903 -19.397 -3.430
H25 -11.907 -19.118 -4.962
H26 -12.718 -17.800 -4.064
C18 -15.611 -15.036 3.752
N8 -15.057 -14.310 4.905
C19 -16.031 -13.577 5.715
C20 -15.728 -13.684 7.174
C21 -14.313 -13.248 7.368
N9 -13.372 -13.904 6.391
C22 -11.988 -13.719 6.753
C23 -13.764 -14.366 5.225
O1 -12.867 -14.861 4.370
H27 -16.611 -15.349 3.995
H28 -14.937 -15.871 3.502
H29 -15.602 -14.396 2.907
H30 -17.059 -13.937 5.531
H31 -16.050 -12.493 5.441
H32 -15.929 -14.692 7.474
H33 -16.346 -12.997 7.736
H34 -13.937 -13.539 8.362
H35 -14.184 -12.200 7.262
H36 -11.679 -14.405 7.585
H37 -11.840 -12.713 7.083
H38 -11.329 -13.899 5.886
C24 -10.440 -17.586 4.785
P1 -12.008 -18.160 4.043
C25 -11.760 -19.893 3.734
C26 -13.358 -18.064 5.210
O2 -12.390 -17.411 2.791
H39 -10.059 -18.300 5.516
H40 -10.561 -16.641 5.292
H41 -9.725 -17.466 3.980
H42 -11.326 -20.311 4.662
H43 -11.024 -20.040 2.952
H44 -12.708 -20.400 3.543
H45 -13.258 -18.802 6.036
H46 -14.295 -18.297 4.698
H47 -13.486 -17.054 5.608
C27 -12.908 -14.352 2.915
C28 -13.202 -12.923 2.898
C29 -14.040 -12.500 1.879
C30 -14.423 -11.174 1.841
C31 -13.980 -10.224 2.770
C32 -13.097 -10.672 3.766
C33 -12.776 -12.009 3.870
H48 -14.328 -13.205 1.123
H49 -15.074 -10.842 1.035
H50 -14.290 -9.162 2.737
H51 -12.761 -9.981 4.547
H52 -12.097 -12.325 4.643

Values from the calculation:
Frontier orbital gap (spin up / spin down): 7.682 / 7.680 eV
DFT total energy: -2751.43216 a.u.
Net charge: +3
HOMO energy (spin up / spin down): -14.7503 / -14.7585 eV
ΔE to the lowest compared entry with this formula, charge and spin: 119.84 kJ/mol
Spin multiplicity: 1

Mulliken atomic charge list, values in e, 6 entries: Tc -0.4554; C -1.2113; C 0.4500; C -0.3508; C -0.5662; N -0.4128

# 6
Below is C4H6N2 in the gas phase, with properties calculated with ωB97M-V/def2-TZVPD.

Cartesian coordinates (Å):
N1 -0.461 -0.739 -1.192
C1 -1.223 0.178 -0.904
C2 -0.895 1.053 0.284
C3 0.198 0.529 1.177
C4 0.326 -1.650 -1.599
N2 1.231 1.222 1.429
H1 -0.588 2.028 -0.111
H2 -1.816 1.222 0.853
H3 0.042 -0.489 1.566
H4 1.121 -1.389 -2.290
H5 0.199 -2.670 -1.254
H6 1.864 0.704 2.042

Values from the calculation:
Frontier orbital gap: 9.097 eV
DFT total energy: -265.41848 a.u.
Net charge: 0
HOMO energy: -8.1590 eV
ΔE to the lowest compared entry with this formula, charge and spin: 307.43 kJ/mol
Spin multiplicity: 1

Mulliken atomic charge list, values in e, 6 entries: N 0.0491; C -0.3782; C -0.3157; C -0.0401; C -0.4156; N -0.6026